{"formula": "H3IP2S2", "method": "wB97M-V/def2-TZVPD", "orbital_gap_ev": [6.57, 5.95], "relative_energy_ev": 0.000, "e_tot_ev": -48394.468, "charge": 0, "max_force_ha_per_bohr": 0.0541, "lumo_ev": [-0.55, -3.36], "multiplicity": 3, "elements": ["P", "P", "S", "S", "I", "H", "H", "H"], "xyz": [[0.258, 0.620, -1.634], [0.352, 0.050, 0.521], [2.088, -0.474, 1.089], [-1.399, -1.932, 0.183], [-1.689, 2.001, -1.234], [1.290, 1.712, -1.617], [-0.012, 0.947, 1.602], [-0.888, -2.924, 1.090]], "forces_ev_per_angstrom": [[1.211, 1.183, 0.458], [-1.576, 1.326, 0.578], [2.514, -1.130, 0.384], [-0.003, -2.386, 1.068], [-0.266, 0.222, -0.140], [-1.069, -0.938, 0.045], [-0.150, 0.311, -1.159], [-0.660, 1.412, -1.233]], "nbo_charge": [0.1463, 0.2164, -0.2258, -0.2597, -0.0696, 0.0142, 0.0296, 0.1486]}

{"formula": "C5H6O", "method": "wB97M-V/def2-TZVPD", "orbital_gap_ev": 10.94, "relative_energy_ev": 2.991, "e_tot_ev": -7326.293, "charge": 0, "max_force_ha_per_bohr": 0.0139, "lumo_ev": 1.03, "multiplicity": 1, "elements": ["C", "C", "C", "O", "C", "C", "H", "H", "H", "H", "H", "H"], "xyz": [[-1.282, -0.890, -0.030], [-0.094, 0.036, -0.022], [-0.240, 1.499, -0.006], [0.099, 0.795, 1.174], [1.208, -0.486, -0.408], [2.375, -0.750, -0.277], [-1.021, -1.844, 0.436], [-1.672, -1.078, -1.036], [-2.071, -0.431, 0.563], [-1.227, 1.953, 0.033], [0.543, 2.105, -0.458], [3.381, -0.908, 0.031]], "forces_ev_per_angstrom": [[-0.100, -0.019, 0.073], [-0.013, -0.191, -0.159], [-0.083, 0.240, -0.143], [-0.193, 0.138, 0.381], [0.649, -0.061, 0.299], [-0.468, 0.114, 0.043], [-0.008, 0.088, -0.102], [0.228, 0.049, 0.117], [-0.059, 0.011, -0.022], [-0.018, -0.117, -0.233], [-0.030, -0.059, 0.161], [0.094, -0.194, -0.414]], "nbo_charge": [-0.6154, 0.1250, -0.0887, -0.4688, -0.0389, -0.2000, 0.2251, 0.2224, 0.2255, 0.1852, 0.1913, 0.2374]}

{"formula": "C7H10", "method": "wB97M-V/def2-TZVPD", "orbital_gap_ev": 9.29, "relative_energy_ev": 4.401, "e_tot_ev": -7416.633, "charge": 0, "max_force_ha_per_bohr": 0.0801, "lumo_ev": 1.11, "multiplicity": 1, "elements": ["C", "C", "C", "C", "C", "C", "C", "H", "H", "H", "H", "H", "H", "H", "H", "H", "H"], "xyz": [[0.968, -0.104, 1.708], [1.354, 0.161, 0.255], [0.578, -0.493, -0.893], [-0.821, -1.108, -0.736], [-1.693, 0.120, -0.502], [-0.943, 1.199, -0.236], [0.435, 0.984, -0.694], [1.325, -1.097, 2.025], [1.405, 0.628, 2.396], [-0.118, -0.096, 1.847], [2.436, 0.134, 0.103], [1.229, -0.911, -1.665], [-0.923, -1.845, 0.082], [-1.093, -1.639, -1.654], [-2.738, 0.151, -0.772], [-1.169, 2.170, 0.194], [-0.230, 1.745, -1.458]], "forces_ev_per_angstrom": [[-0.072, 0.173, -0.190], [-0.004, 0.162, -0.225], [-0.118, 0.127, -0.056], [-0.095, 0.007, -0.173], [-0.347, -0.052, -0.038], [-1.090, -1.120, 1.545], [-1.041, 0.484, -0.539], [-0.035, 0.251, -0.250], [-0.051, -0.051, -0.180], [0.149, 0.059, -0.062], [-0.294, 0.259, -0.137], [-0.256, 0.305, 0.116], [0.054, 0.254, -0.170], [0.016, 0.016, 0.032], [-0.318, -0.219, 0.707], [-0.582, -0.112, -0.357], [4.085, -0.543, -0.022]], "nbo_charge": [-0.6294, -0.1635, -0.2468, -0.4448, -0.2116, -0.2734, -0.2941, 0.2160, 0.2149, 0.2206, 0.2188, 0.2190, 0.2079, 0.2109, 0.2055, 0.2283, 0.3216]}